1.
17
Properties=species:S:1:pos:R:3:nbo_charge:R:1 method="wB97M-V/def2-TZVPD" e_homo_ha=-0.3249 smiles="C=CC(=C)C(=C)C" lumo_energy_ev=1.00 de_lowest_kcal_mol=40.26 gap_ev=9.8 total_energy_ha=-272.65383
C -0.6231 -2.4641 -0.8268 -0.358
C -0.2497 -1.1945 -0.8633 -0.216
C -0.5752 -0.1463 0.1313 -0.071
C -1.6200 -0.2014 0.9581 -0.369
C 0.3636 1.0065 0.1447 -0.010
C -0.0689 2.2381 -0.1055 -0.387
C 1.8174 0.6970 0.3741 -0.653
H -0.3045 -3.1956 -1.5578 0.201
H -1.2062 -2.8694 -0.0190 0.189
H 0.3401 -0.8360 -1.6981 0.204
H -2.3104 -1.0273 0.9072 0.197
H -1.7412 0.5855 1.6895 0.206
H -1.1224 2.4414 -0.2434 0.203
H 0.6203 3.0730 -0.1556 0.194
H 2.1123 1.0031 1.3747 0.228
H 2.4777 1.2341 -0.3124 0.219
H 2.0903 -0.3441 0.2021 0.222

***

2.
17
Properties=species:S:1:pos:R:3:nbo_charge:R:1 method="wB97M-V/def2-TZVPD" e_homo_ha=-0.3255 smiles="C[C@@H]1[C@@H]2C=CC[C@H]12" lumo_energy_ev=1.14 de_lowest_kcal_mol=38.59 gap_ev=10.0 total_energy_ha=-272.65651
C -1.6564 0.6113 0.0466 -0.616
C -0.9785 -0.7203 -0.2967 -0.215
C 0.1624 -1.1681 0.6143 -0.278
C 0.6336 0.0524 1.3313 -0.195
C 1.2946 0.8717 0.5132 -0.177
C 1.3695 0.3229 -0.8985 -0.447
C 0.4350 -0.8754 -0.8313 -0.217
H -2.7315 0.5769 -0.1512 0.215
H -1.5098 0.8394 1.1158 0.208
H -1.2296 1.4659 -0.4863 0.207
H -1.6562 -1.5104 -0.6183 0.219
H 0.2411 -2.1670 1.0462 0.224
H 0.0848 0.4043 2.2064 0.211
H 1.5315 1.9044 0.7527 0.207
H 1.0383 1.0845 -1.6170 0.213
H 2.3746 0.0091 -1.2089 0.219
H 0.5966 -1.7015 -1.5181 0.222

***

3.
17
Properties=species:S:1:pos:R:3:nbo_charge:R:1 method="wB97M-V/def2-TZVPD" e_homo_ha=-0.3267 smiles="C1=C[C@H]2C[C@@H](C1)C2" lumo_energy_ev=1.12 de_lowest_kcal_mol=28.88 gap_ev=10.0 total_energy_ha=-272.67198
C 1.4225 -0.3540 0.7360 -0.199
C 0.6282 -1.4043 0.4496 -0.194
C -0.6806 -1.0667 -0.2484 -0.258
C -1.3194 0.1790 0.4964 -0.392
C -0.3231 1.0309 -0.3060 -0.208
C 1.0287 1.0331 0.4187 -0.448
C -0.3743 -0.0721 -1.4233 -0.394
H 2.3478 -0.5423 1.3161 0.206
H 0.9037 -2.4372 0.6998 0.216
H -1.3800 -1.9132 -0.4051 0.211
H -2.3488 0.3101 0.1543 0.203
H -1.3023 0.1774 1.5965 0.203
H -0.5982 2.0806 -0.5544 0.204
H 0.9085 1.6427 1.3496 0.216
H 1.7651 1.5405 -0.2177 0.217
H -1.2533 0.0349 -2.0981 0.210
H 0.5757 -0.2394 -1.9641 0.206

***

4.
17
Properties=species:S:1:pos:R:3:nbo_charge:R:1 method="wB97M-V/def2-TZVPD" e_homo_ha=-0.3340 smiles="C1=CCC2(C1)CC2" lumo_energy_ev=1.18 de_lowest_kcal_mol=26.80 gap_ev=10.3 total_energy_ha=-272.67529
C 1.8690 0.5922 0.2073 -0.185
C 1.8238 -0.4931 -0.5633 -0.185
C 0.4110 -0.8212 -0.9866 -0.430
C -0.4159 0.0361 -0.0278 -0.048
C 0.4940 1.1775 0.4309 -0.430
C -1.3113 -0.6352 0.9722 -0.410
C -1.9003 0.1838 -0.1476 -0.416
H 2.7752 1.0371 0.6081 0.209
H 2.6878 -1.0662 -0.8874 0.209
H 0.2479 -0.5287 -2.0352 0.209
H 0.1686 -1.8884 -0.9103 0.211
H 0.3587 2.0801 -0.1842 0.209
H 0.3063 1.4688 1.4716 0.211
H -1.4137 -1.7169 0.9195 0.210
H -1.3522 -0.2279 1.9799 0.210
H -2.3401 1.1461 0.1041 0.214
H -2.4088 -0.3442 -0.9512 0.214

***

5.
17
Properties=species:S:1:pos:R:3:nbo_charge:R:1 method="wB97M-V/def2-TZVPD" e_homo_ha=-0.3268 smiles="C=C1C[C@@H]2C[C@H]2C1" lumo_energy_ev=1.08 de_lowest_kcal_mol=101.77 gap_ev=10.0 total_energy_ha=-272.55582
C -2.5100 -0.1118 -0.1848 -0.422
C -1.1941 0.0092 -0.0164 0.042
C -0.3182 1.2973 0.0289 -0.437
C 1.0771 0.6858 0.3350 -0.233
C 2.3604 0.0256 -0.1681 -0.351
C 1.0819 -0.6632 -0.3764 -0.268
C -0.1789 -1.2206 0.2710 -0.408
H -3.0531 -1.0049 -0.3042 0.207
H -3.1500 0.8710 -0.2145 0.195
H -0.6107 1.9094 0.8625 0.226
H -0.4637 1.8517 -0.9424 0.224
H 0.8988 0.4005 1.3617 0.182
H 2.7624 0.3916 -1.0727 0.220
H 3.1746 -0.4722 0.4426 0.228
H 0.6939 -0.4668 -1.3860 0.183
H -0.1066 -1.3437 1.4041 0.203
H -0.4637 -2.1590 -0.0402 0.210

***

6.
20
Properties=species:S:1:pos:R:3:nbo_charge:R:1 method="wB97M-V/def2-TZVPD" e_homo_ha="-0.2771 / -0.2898" lumo_energy_ev="0.07 / 0.05" de_lowest_kcal_mol=95.95 gap_ev="7.6 / 7.9" total_energy_ha=-427.46144
B 1.4529 0.5878 -1.2183 1.109
C -2.0701 -0.4321 3.0850 -0.255
C -1.7413 -1.4478 2.2516 -0.190
C -1.7223 0.8477 2.7712 -0.210
C -0.7710 -1.3018 1.2102 -0.329
C -0.7994 1.0641 1.6917 -0.310
C -0.3845 -0.0101 0.9106 -0.104
C 1.5484 0.1372 -3.7708 -0.388
N 0.9942 -0.0090 -2.4050 -0.931
O 2.6611 1.0690 -0.8345 -0.941
H -2.7193 -0.6627 3.8679 0.206
H -2.1524 -2.5393 2.5507 0.201
H -2.1363 1.5169 3.4764 0.210
H -0.3535 -1.9805 0.5541 0.215
H -0.3895 1.9175 1.3390 0.211
H 2.5691 0.3869 -3.5791 0.188
H 1.5320 -0.7791 -4.1575 0.199
H 0.9854 0.9215 -4.1940 0.203
H 0.0131 -0.0555 -2.3998 0.405
H 3.4836 0.7695 -1.1492 0.510

***

7.
20
Properties=species:S:1:pos:R:3:lowdin_spin:R:1 method="wB97M-V/def2-TZVPD" e_homo_ha="-0.3273 / -0.5092" s_squared=2.0078 spin_multiplicity=3 lumo_energy_ev="-2.87 / -7.72" total_charge=+1 de_lowest_kcal_mol=0.63 gap_ev="6.0 / 6.1" total_energy_ha=-2955.76532
C 1.1686 2.8213 0.7120 -0.003
C 0.2923 1.8337 1.0568 0.029
C 0.6117 1.7600 -1.1131 0.085
C -0.6190 -2.3083 0.0720 0.009
C -0.7744 -1.3650 -1.0767 0.096
C -0.5614 -1.0420 1.0276 0.054
C -0.9535 -0.0730 -0.0575 0.423
N 1.3166 2.7719 -0.5951 0.030
N -0.0721 1.1790 -0.1213 0.021
Br -2.7828 0.6705 -0.0618 1.187
H 1.5456 3.6664 1.2231 -0.001
H -0.0079 1.7293 2.0674 0.005
H 0.3106 1.4933 -2.1683 0.008
H -1.4380 -2.9282 0.2991 0.001
H 0.4300 -2.8267 -0.0760 0.004
H 0.3646 -1.1454 -1.3871 0.023
H -1.4926 -1.5477 -1.9126 0.003
H -1.3994 -1.0681 1.7386 0.017
H 0.3899 -0.9235 1.5757 0.010
H 1.9392 3.4682 -1.0148 0.000

***

8.
21
Properties=species:S:1:pos:R:3:nbo_charge:R:1 method="wB97M-V/def2-TZVPD" e_homo_ha=-0.3182 smiles=C[Si](C)(C)c1scc(Cl)c1Cl lumo_energy_ev=0.61 de_lowest_kcal_mol=0.00 gap_ev=9.3 total_energy_ha=-1880.78766
C 0.6576 -1.3351 -1.9266 -1.092
Si 0.3871 -0.9508 -0.0464 1.593
C -0.9195 -2.2220 0.5631 -1.104
C 2.0519 -0.9239 0.9242 -1.087
C -0.3626 0.7734 0.1524 -0.689
S -1.5670 0.9387 1.3582 0.534
C -1.8250 2.5950 1.0285 -0.445
C -1.0005 3.0762 0.0331 -0.150
Cl -0.9722 4.6552 -0.5217 0.064
C -0.1464 2.0959 -0.5077 -0.121
Cl 0.8855 2.4001 -1.7820 0.075
H 0.2836 -0.4786 -2.5487 0.255
H 1.6908 -1.6306 -2.0441 0.235
H 0.1103 -2.3390 -2.0272 0.235
H -1.9759 -2.0704 0.2579 0.249
H -0.6924 -3.2014 0.2880 0.235
H -1.0112 -2.1668 1.7446 0.233
H 2.1176 0.1651 1.2956 0.247
H 1.9884 -1.3684 1.8590 0.237
H 2.9045 -1.1881 0.3305 0.241
H -2.6046 3.1758 1.5692 0.254

***

9.
23
Properties=species:S:1:pos:R:3:nbo_charge:R:1 method="wB97M-V/def2-TZVPD" e_homo_ha=-0.3137 lumo_energy_ev=0.16 de_lowest_kcal_mol=1.10 gap_ev=8.7 total_energy_ha=-777.42173
C -0.5412 2.0098 -0.1670 0.741
C 1.3831 -0.9259 -1.3543 -0.408
C 0.0671 -0.1099 -1.6224 -0.509
C 1.7218 -0.6288 0.1700 -0.233
C -0.4069 0.4119 -0.3210 0.137
C 0.4105 0.5360 2.0490 -0.424
C -2.3919 -0.6285 -0.0890 0.944
N 0.3701 -0.2127 0.7702 -0.426
O -1.6097 2.5533 -0.1121 -0.628
O 0.6917 2.2904 -0.1454 -0.756
F -3.1576 -0.6592 -1.1730 -0.318
F -1.8661 -1.9395 0.1154 -0.409
F -3.0322 -0.2541 0.9808 -0.313
H 1.0736 -1.9240 -1.3616 0.208
H 2.2635 -0.7072 -2.0672 0.246
H 0.1509 0.8026 -2.3492 0.257
H -0.5987 -0.6139 -2.2338 0.250
H 2.2688 -1.3532 0.8018 0.230
H 2.2511 0.3608 0.1138 0.251
H 0.4713 1.5380 1.6882 0.276
H -0.5346 0.1448 2.4751 0.210
H 1.2347 0.2639 2.7615 0.227
H -0.2192 -0.9546 1.0700 0.448

***

10.
22
Properties=species:S:1:pos:R:3:nbo_charge:R:1 method="wB97M-V/def2-TZVPD" e_homo_ha=-0.1712 smiles="C[C@@H]1SCC[C@@]1(O)[C@H](F)C(=O)[O-]" lumo_energy_ev=3.09 total_charge=-1 gap_ev=7.7 total_energy_ha=-996.55319
C 0.3209 2.1754 0.1350 -0.612
C -0.1650 0.8730 -0.4786 -0.312
S -2.0153 0.5574 -0.2993 0.092
C -1.9119 -1.2586 -0.2191 -0.512
C -0.4415 -1.6746 -0.3796 -0.446
C 0.4903 -0.4971 0.0678 0.273
O 0.7970 -0.4516 1.4258 -0.782
C 2.0465 -0.7697 -0.6591 0.085
F 2.3785 -2.0468 -0.2797 -0.388
C 3.0333 0.4243 -0.1422 0.744
O 3.1044 0.6206 1.0794 -0.784
O 3.4641 1.0305 -1.0706 -0.713
H 1.3089 2.0429 0.3774 0.246
H -0.2100 2.4972 0.9543 0.207
H 0.2082 3.0969 -0.5790 0.189
H 0.0117 0.8705 -1.5367 0.203
H -2.5588 -1.6934 -1.0036 0.200
H -2.2897 -1.5427 0.7337 0.204
H -0.2709 -2.4876 0.3237 0.231
H -0.3036 -2.0316 -1.3843 0.210
H 1.6882 -0.0916 1.5882 0.517
H 2.0591 -0.8845 -1.7123 0.148

***

Record-wise max |F| values, in eV/A: 0.80; 1.05; 2.29; 0.23; 3.60; 4.94; 6.02; 5.11; 4.94; 3.99